(1)
C2H5N3O | ωB97M-V with the def2-TZVPD basis set

**SMILES**: [H]/N=C(/N)C(N)=O
**Gap between HOMO and LUMO**: 0.3790 Ha
**Relative energy (zero: lowest compared OMol25 entry of this formula, charge and spin)**: 8.6 kcal per mole
**F_max**: 0.6 eV/A
**HOMO**: -0.349 Eh

Geometry as XYZ:
```
11
C2H5N3O ωB97M-V with the def2-TZVPD basis set
H -0.767 1.971 0.868
N 0.002 1.848 0.217
C 0.082 0.685 -0.286
N 1.093 0.372 -1.137
C -0.844 -0.464 0.088
N -0.247 -1.336 0.939
O -1.986 -0.561 -0.282
H 1.080 -0.458 -1.712
H 1.707 1.135 -1.384
H 0.689 -1.168 1.269
H -0.808 -2.023 1.419
```

***

(2)
C18H12F6IN4O2PRh | ωB97M-V with the def2-TZVPD basis set

**Gap between HOMO and LUMO (alpha / beta)**: 0.2850 / 0.2234 Ha
**<S²>**: 0.774
**Multiplicity**: 2
**F_max**: 0.7 eV/A
**HOMO (alpha / beta)**: -0.312 / -0.323 Eh

Geometry as XYZ:
```
45
C18H12F6IN4O2PRh ωB97M-V with the def2-TZVPD basis set
Rh -0.772 -0.307 0.325
O -1.281 3.619 -0.297
C -1.319 2.407 -0.272
N -0.777 1.589 0.695
C -0.117 1.963 1.830
C 0.051 3.272 2.310
C 0.848 3.480 3.408
C 1.515 2.415 4.060
C 1.363 1.132 3.626
C 0.516 0.871 2.516
N 0.286 -0.354 2.019
C 1.322 -1.324 1.989
O 1.603 -2.093 2.856
C 2.012 -1.225 0.650
C 3.233 -1.828 0.443
C 3.839 -1.668 -0.795
C 3.199 -0.919 -1.767
C 1.964 -0.357 -1.478
N 1.387 -0.496 -0.292
C -2.024 1.605 -1.345
C -2.765 2.237 -2.320
C -3.506 1.456 -3.200
C -3.495 0.078 -3.054
C -2.718 -0.492 -2.056
N -1.989 0.266 -1.245
H -0.427 4.091 1.799
H 0.977 4.487 3.781
H 2.139 2.624 4.918
H 1.835 0.300 4.131
H 3.673 -2.416 1.235
H 4.795 -2.130 -0.999
H 3.632 -0.781 -2.746
H 1.413 0.203 -2.224
H -2.759 3.317 -2.353
H -4.095 1.920 -3.979
H -4.072 -0.565 -3.702
H -2.652 -1.567 -1.907
I -2.917 -0.642 1.690
F -0.550 -2.193 -2.156
P -0.562 -3.513 -1.225
F -2.169 -3.411 -1.192
F -0.567 -2.436 0.126
F -0.572 -4.699 -0.169
F 1.048 -3.427 -1.157
F -0.545 -4.489 -2.477
```

***

(3)
ArH24O12 | ωB97M-V with the def2-TZVPD basis set

**Gap between HOMO and LUMO**: 0.3757 Ha
**Relative energy (zero: lowest compared OMol25 entry of this formula, charge and spin)**: 13.1 kcal per mole
**F_max**: 1.1 eV/A
**HOMO**: -0.377 Eh

Geometry as XYZ:
```
37
ArH24O12 ωB97M-V with the def2-TZVPD basis set
Ar -13.653 -17.233 10.658
O -14.015 -14.148 11.902
H -14.701 -14.693 12.288
H -13.197 -14.530 12.220
O -14.712 -14.884 8.841
H -14.993 -14.314 9.557
H -15.334 -15.611 8.854
O -14.251 -20.611 12.005
H -14.161 -20.382 11.080
H -13.624 -21.322 12.138
O -16.605 -16.839 8.561
H -17.160 -16.235 8.068
H -17.198 -17.537 8.839
O -13.592 -17.493 6.547
H -13.858 -16.677 6.970
H -12.639 -17.508 6.631
O -14.643 -18.212 13.732
H -14.562 -19.013 13.213
H -14.038 -18.338 14.463
O -10.946 -16.999 7.257
H -10.727 -16.477 6.485
H -11.141 -16.353 7.936
O -11.652 -19.717 8.462
H -12.591 -19.670 8.643
H -11.422 -18.837 8.164
O -11.186 -14.921 12.357
H -10.905 -14.090 12.740
H -10.402 -15.471 12.375
O -15.742 -15.812 13.225
H -15.319 -16.661 13.349
H -16.495 -15.998 12.663
O -11.771 -14.750 9.405
H -11.412 -14.722 10.292
H -12.717 -14.820 9.531
O -14.337 -20.091 8.964
H -14.946 -19.630 8.387
H -14.589 -21.011 8.893
```

***

(4)
C3H6F12KO3P2 | ωB97M-V with the def2-TZVPD basis set

**Total charge**: -1
**Gap between HOMO and LUMO**: 0.4051 Ha
**F_max**: 2.3 eV/A
**HOMO**: -0.322 Eh

Geometry as XYZ:
```
27
C3H6F12KO3P2 ωB97M-V with the def2-TZVPD basis set
K 0.431 0.971 1.395
P -0.708 -1.333 3.969
F -1.577 -2.689 4.097
F 0.253 -1.735 5.202
F 0.415 -2.061 3.026
F 0.027 0.121 3.851
F -1.613 -0.994 2.627
F -1.775 -0.588 4.924
P 1.832 2.803 -1.796
F 1.368 4.358 -1.831
F 1.769 2.649 -3.392
F 3.380 3.271 -1.868
F 2.331 1.254 -1.667
F 1.933 2.935 -0.146
F 0.306 2.324 -1.677
C -2.640 0.162 -0.489
O -1.334 -0.433 -0.404
C -0.757 -0.983 -1.460
O -1.276 -1.138 -2.539
O 0.448 -1.387 -1.132
C 1.326 -1.982 -2.065
H -3.151 0.131 0.464
H -3.196 -0.464 -1.192
H -2.494 1.116 -0.992
H 2.050 -2.502 -1.444
H 1.885 -1.253 -2.658
H 0.765 -2.554 -2.804
```

***

(5)
C15H17AsN2OS4SbZr | ωB97M-V with the def2-TZVPD basis set

**Total charge**: +1
**Gap between HOMO and LUMO**: 0.2630 Ha
**F_max**: 0.5 eV/A
**HOMO**: -0.385 Eh

Geometry as XYZ:
```
42
C15H17AsN2OS4SbZr ωB97M-V with the def2-TZVPD basis set
Zr 0.153 -0.214 1.868
C 2.904 2.496 -0.707
C 2.386 1.525 0.154
N 1.093 1.275 0.260
C 0.228 2.002 -0.489
C 0.655 3.011 -1.359
C 2.037 3.243 -1.459
C -0.316 3.775 -2.090
C -1.634 3.539 -1.944
C -2.103 2.509 -1.062
C -3.467 2.227 -0.874
C -3.840 1.228 -0.014
C -2.847 0.517 0.667
N -1.561 0.759 0.504
C -1.179 1.736 -0.352
H 3.971 2.657 -0.751
H 3.042 0.952 0.796
H 2.401 4.019 -2.122
H 0.036 4.554 -2.754
H -2.363 4.125 -2.489
H -4.211 2.806 -1.406
H -4.880 0.991 0.158
H -3.111 -0.257 1.378
S 2.211 0.048 3.266
Sb 0.488 0.885 4.735
S -0.140 -2.472 3.173
S -1.240 -0.897 3.858
S -0.524 2.121 3.020
C 2.199 -3.539 0.946
As 0.687 -3.064 -0.136
C 1.220 -3.098 -1.972
C -0.759 -4.292 0.092
O 0.159 -1.489 0.174
H 2.079 -4.555 1.317
H 2.240 -2.847 1.788
H 3.111 -3.470 0.357
H 1.635 -4.071 -2.230
H 1.970 -2.322 -2.117
H 0.351 -2.887 -2.592
H -0.475 -5.273 -0.285
H -1.614 -3.910 -0.461
H -0.993 -4.343 1.154
```

***

(6)
C24H44BrF3IN3O11P3S | ωB97M-V with the def2-TZVPD basis set

**Total charge**: +1
**Gap between HOMO and LUMO**: 0.2113 Ha
**Relative energy (zero: lowest compared OMol25 entry of this formula, charge and spin)**: 36.7 kcal per mole
**F_max**: 2.5 eV/A
**HOMO**: -0.416 Eh

Geometry as XYZ:
```
91
C24H44BrF3IN3O11P3S ωB97M-V with the def2-TZVPD basis set
N 6.498 -0.549 -0.547
P 6.143 -0.601 -2.249
O 6.112 -2.221 -2.607
C 4.345 0.045 -2.487
N 3.504 -0.328 -1.548
N 2.273 0.108 -1.774
C 1.381 -0.349 -0.651
C 2.070 0.074 0.703
C 0.940 0.573 1.660
S 1.605 1.699 2.969
C 1.873 0.820 -2.794
C 0.376 1.161 -2.866
F 0.131 2.018 -1.850
F -0.037 1.761 -3.959
F -0.397 0.078 -2.743
C 2.754 1.293 -3.819
P 2.454 2.378 -5.325
O 1.640 3.683 -4.702
Br 1.079 1.247 -6.733
C 4.091 0.864 -3.636
P 5.455 1.376 -4.869
O 6.651 2.109 -3.952
I 6.373 -0.656 -5.924
H 5.881 -1.230 -0.092
H 6.219 0.385 -0.235
H 5.510 -2.685 -1.995
H 0.402 0.126 -0.638
H 1.278 -1.442 -0.663
H 2.581 -0.765 1.187
H 2.717 0.955 0.563
H 0.188 1.179 1.127
H 0.400 -0.251 2.146
H 2.874 1.944 2.544
H 1.039 4.031 -5.383
H 6.254 2.220 -3.072
O -1.994 -1.041 2.001
C -2.711 -0.081 1.869
O -3.226 0.525 2.946
C -3.926 1.776 2.912
C -5.388 1.574 2.582
C -3.114 0.396 0.494
H -3.438 2.480 2.235
H -3.831 2.195 3.913
H -5.518 1.141 1.589
H -5.924 2.523 2.618
H -5.847 0.885 3.292
H -3.966 -0.191 0.148
H -2.274 0.242 -0.183
H -3.357 1.456 0.448
O -6.300 -1.424 -1.181
C -7.027 -0.478 -1.326
O -7.564 0.116 -0.244
C -8.275 1.358 -0.287
C -9.736 1.156 -0.627
C -7.419 0.002 -2.701
H -7.783 2.064 -0.959
H -8.194 1.779 0.716
H -9.862 0.723 -1.620
H -10.272 2.106 -0.595
H -10.199 0.468 0.081
H -8.257 -0.593 -3.061
H -6.570 -0.138 -3.368
H -7.677 1.058 -2.744
O 3.538 3.456 6.593
C 2.985 2.646 7.288
O 2.465 1.540 6.726
C 1.957 0.425 7.465
C 0.511 0.638 7.863
C 2.784 2.889 8.763
H 2.597 0.199 8.319
H 2.023 -0.431 6.794
H 0.400 1.497 8.526
H 0.120 -0.243 8.374
H -0.100 0.834 6.981
H 1.893 3.500 8.905
H 3.650 3.428 9.142
H 2.701 1.980 9.354
O 4.730 -6.699 -3.962
C 4.005 -5.757 -4.089
O 3.559 -5.102 -2.987
C 2.857 -3.860 -3.029
C 1.372 -4.072 -3.242
C 3.498 -5.329 -5.441
H 3.295 -3.185 -3.770
H 3.018 -3.394 -2.052
H 1.169 -4.548 -4.201
H 0.838 -3.119 -3.211
H 0.967 -4.726 -2.469
H 2.626 -5.926 -5.705
H 4.283 -5.500 -6.175
H 3.248 -4.271 -5.496
```

***

Q: Among the records above, which one has the highest F_max?
A: C24H44BrF3IN3O11P3S